[1]
Density functional theory data (the ωB97M-V functional and the def2-TZVPD basis) for a 2-piece molecular cluster, C2HBrClFO overall at a distorted geometry.

Last column: Mulliken charge in e.
CARTESIAN COORDINATES (ANGSTROEM)
O1 -0.631 1.529 1.362  -0.32
C1 -0.586 0.451 0.941  0.45
C2 -0.987 -0.724 0.553  0.10
Cl1 -0.718 -2.130 1.535  -0.16
Br1 -1.637 -0.826 -1.241  -0.08
F1 2.021 0.604 -1.273  -0.37
H1 2.538 1.097 -1.878  0.38

As for the electronic energy: -89418.251 eV. The HOMO energy comes out at -8.907 eV. The structure (SMILES) is O=C=C(Cl)Br.F. The frontier orbital gap comes out at 8.679 eV. As for the charge: 0. As for the spin multiplicity: 1.

***

[2]
Density functional theory data (the ωB97M-V functional and the def2-TZVPD basis) for an isolated ion of composition C5H12NOS and charge -1 at a distorted geometry.

Last column: Mulliken charge in e.
CARTESIAN COORDINATES (ANGSTROEM)
C1 -0.624 -1.074 -2.321  -1.13
C2 0.139 -1.510 -1.047  -0.44
N1 0.866 -0.415 -0.456  -0.43
C3 0.302 0.095 0.827  0.21
C4 -0.912 0.978 0.646  -0.65
O1 -1.742 0.938 1.793  -0.56
C5 1.444 0.853 1.533  -0.72
S1 0.889 2.085 2.766  -0.67
H1 0.114 -0.956 -3.100  0.32
H2 -1.469 -1.630 -2.702  0.33
H3 -1.021 -0.086 -2.113  0.31
H4 -0.558 -1.963 -0.340  0.27
H5 0.793 -2.341 -1.299  0.38
H6 0.941 0.346 -1.120  0.28
H7 0.091 -0.780 1.444  0.19
H8 -1.535 0.633 -0.183  0.18
H9 -0.599 2.004 0.428  0.31
H10 -1.211 1.346 2.509  0.28
H11 2.086 0.110 1.992  0.29
H12 2.004 1.366 0.744  0.24

As for the electronic energy: -19752.973 eV. The HOMO energy comes out at -2.670 eV. The structure (SMILES) is CCN[C@H](CO)C[S-]. The frontier orbital gap comes out at 6.177 eV. As for the charge: -1. As for the spin multiplicity: 1.

***

[3]
Density functional theory data (the ωB97M-V functional and the def2-TZVPD basis) for C4H4CuO3 as an isolated structure at a distorted geometry.

Last column: Mulliken spin population.
CARTESIAN COORDINATES (ANGSTROEM)
O1 2.120 -0.594 0.218  0.36
C1 0.852 -0.233 0.112  -0.02
O2 0.589 0.986 -0.023  0.13
O3 -0.024 -1.136 0.026  0.04
Cu1 2.706 1.546 0.293  -0.02
C2 2.972 -2.754 -1.278  0.52
C3 2.908 -2.418 -2.543  -0.05
C4 2.811 -2.471 0.062  -0.05
H1 2.660 -1.392 -2.840  0.04
H2 3.212 -3.111 -3.333  0.03
H3 2.020 -3.029 0.577  0.01
H4 3.728 -2.418 0.658  0.00

As for the electronic energy: -54989.484 eV. The HOMO energy (spin up / spin down) comes out at -8.619 / -8.219 eV. The frontier orbital gap (spin up / spin down) comes out at 6.925 / 5.792 eV. As for the charge: 0. As for the spin multiplicity: 2.